106
Properties=species:S:1:pos:R:3 method="wB97M-V/def2-TZVPD" largest_force_ev_per_a=7.02 charge=+1 homo_ha=-0.388 energy_ev=-166631.3156
C 0.900 -1.431 6.754
C -0.744 -1.199 6.871
C -1.187 0.066 5.929
C -0.958 -0.413 4.345
C -1.819 0.467 3.293
C -2.622 -0.297 2.089
C -4.138 -0.561 2.650
C -4.255 -1.067 4.206
F -3.512 -2.280 4.565
C -1.855 -1.628 1.459
C -2.792 -2.949 1.222
O -3.801 -2.849 0.161
C -4.386 -4.197 -0.103
C -3.603 -4.836 -1.424
N -1.113 -1.247 0.215
Br -0.727 -2.451 -1.048
C -0.456 0.088 0.241
N 0.871 0.399 0.375
C 1.901 -0.749 0.482
C 2.617 -1.129 -0.928
C 3.778 -2.331 -0.842
C 3.941 -2.880 0.718
C 3.079 -2.384 2.006
N 2.058 -1.307 1.853
P 1.580 2.044 0.473
O 3.048 1.973 1.057
O 0.614 3.157 1.456
O 1.735 2.628 -1.192
N -1.464 1.222 0.221
P -1.546 2.131 -1.263
N -1.341 3.723 -0.869
C -2.761 0.881 0.897
S -3.291 2.581 1.606
P -4.208 0.387 -0.247
N -3.638 -0.437 -1.746
O -4.990 1.921 -0.687
H 1.240 -2.286 7.495
H 1.438 -0.396 6.994
H 1.191 -1.762 5.664
H -1.086 -1.023 7.986
H -1.334 -2.158 6.479
H -2.258 0.491 6.130
H -0.429 0.971 6.078
H 0.200 -0.200 4.142
H -1.078 -1.573 4.294
H -2.559 1.128 3.959
H -1.055 1.258 2.825
H -4.805 0.434 2.648
H -4.799 -1.303 2.009
H -5.411 -1.305 4.390
H -3.985 -0.235 5.009
H -0.992 -2.047 2.175
H -3.410 -3.218 2.209
H -2.143 -3.934 1.031
H -4.204 -4.859 0.855
H -5.550 -4.077 -0.287
H -3.287 -3.928 -2.091
H -2.621 -5.330 -1.012
H -4.310 -5.605 -1.992
H 2.380 -0.582 -1.962
H 4.389 -2.720 -1.760
H 4.737 -3.743 0.906
H 3.255 -2.834 3.097
H 0.752 2.835 2.416
H 2.668 2.977 -1.350
H -0.486 1.653 -2.158
H -2.759 2.085 -2.028
H -0.446 4.069 -1.327
H -4.681 2.542 1.834
H -4.342 -1.214 -1.932
H -3.859 0.262 -2.518
H -5.986 1.760 -0.680
C -4.601 6.413 -4.944
C -3.512 6.158 -3.906
C -2.090 6.497 -4.408
O -1.526 5.513 -5.279
C -1.917 5.640 -6.638
N -3.606 4.763 -3.448
H -4.611 5.661 -5.738
H -5.590 6.392 -4.474
H -4.477 7.397 -5.408
H -3.724 6.813 -3.051
H -1.426 6.532 -3.536
H -2.051 7.493 -4.866
H -2.038 6.685 -6.938
H -2.837 5.081 -6.816
H -1.135 5.191 -7.259
H -2.932 4.622 -2.694
H -3.246 4.172 -4.204
C 7.597 -1.917 -2.712
C 7.271 -2.820 -1.526
C 8.489 -3.109 -0.619
O 9.395 -4.083 -1.146
C 10.343 -3.564 -2.067
N 6.662 -4.063 -2.026
H 8.162 -2.432 -3.493
H 6.675 -1.549 -3.177
H 8.176 -1.044 -2.391
H 6.525 -2.295 -0.917
H 8.115 -3.535 0.320
H 9.019 -2.188 -0.350
H 10.662 -2.551 -1.806
H 9.934 -3.588 -3.078
H 11.222 -4.217 -2.053
H 6.369 -4.626 -1.226
H 7.412 -4.619 -2.448

***

22
Properties=species:S:1:pos:R:3 method="wB97M-V/def2-TZVPD" largest_force_ev_per_a=12.38 s_squared=0.760 charge=-3 homo_ha="0.016 / 0.016" energy_ev=-65876.3284 multiplicity=2
O 13.951 7.722 14.233
V 14.684 7.046 15.290
N 14.361 9.835 17.606
O 14.444 9.323 16.504
O 15.324 10.357 18.091
O 13.538 9.438 18.335
N 17.224 4.575 13.965
O 17.534 3.934 12.958
O 16.152 5.084 14.240
O 18.081 4.796 14.673
N 17.587 8.502 15.019
O 18.587 8.083 14.329
O 17.706 9.427 15.914
O 16.416 8.086 14.811
N 12.654 4.902 16.520
O 13.382 4.062 16.823
O 13.181 5.804 16.019
O 11.499 4.939 16.861
N 16.413 5.615 17.786
O 15.953 6.434 17.078
O 16.665 5.798 18.946
O 16.119 4.424 17.491

***

12
Properties=species:S:1:pos:R:3 method="wB97M-V/def2-TZVPD" smiles="C=NSC(=S)NC=S" largest_force_ev_per_a=4.60 homo_ha=-0.311 energy_ev=-38658.8099 de_lowest_kj_mol=232.9
C 2.775 0.784 0.241
N 1.563 0.672 0.335
S 0.891 -0.891 0.648
C -0.789 -0.401 0.750
S -2.076 -1.296 1.455
N -0.996 0.907 0.182
C -0.507 1.394 -0.953
S 0.141 0.491 -2.347
H 3.220 1.786 0.059
H 3.475 -0.013 0.521
H -1.929 1.253 0.632
H -0.891 2.384 -1.153

***

72
Properties=species:S:1:pos:R:3 method="wB97M-V/def2-TZVPD" largest_force_ev_per_a=0.75 homo_ha=-0.295 energy_ev=-68557.2530 de_lowest_kj_mol=0.0
C -0.297 2.682 3.121
C -0.802 2.863 1.687
C -1.580 1.645 1.237
O -2.866 1.915 0.600
S -3.453 0.482 0.235
O -4.095 0.556 -1.023
O -4.117 -0.060 1.368
O -2.047 -0.278 0.081
C -0.966 0.662 0.250
C -0.639 1.274 -1.107
C -0.395 0.282 -2.223
O -0.668 0.447 -3.356
Cl 0.437 -1.217 -1.710
H 0.395 3.472 3.399
H -1.146 2.679 3.806
H 0.196 1.715 3.242
H 0.028 3.076 1.011
H -1.471 3.725 1.665
H -1.826 1.037 2.116
H -0.079 0.208 0.690
H 0.252 1.904 -1.035
H -1.461 1.904 -1.450
N 1.934 4.976 -1.071
C 0.593 5.155 -1.292
C 0.375 6.491 -1.493
C 1.633 7.145 -1.390
C 2.573 6.185 -1.130
H 2.385 4.098 -0.895
H -0.092 4.324 -1.293
H -0.578 6.949 -1.695
H 1.824 8.199 -1.496
H 3.637 6.258 -0.986
N 3.956 -0.990 -2.609
C 5.127 -0.677 -1.974
C 6.144 -1.316 -2.632
C 5.563 -2.041 -3.708
C 4.212 -1.819 -3.667
H 3.045 -0.668 -2.339
H 5.139 -0.034 -1.111
H 7.188 -1.273 -2.371
H 6.078 -2.656 -4.426
H 3.416 -2.179 -4.295
N 8.803 -2.815 1.678
C 8.066 -3.782 2.304
C 6.839 -3.832 1.698
C 6.836 -2.856 0.664
C 8.062 -2.246 0.678
H 9.743 -2.562 1.916
H 8.475 -4.351 3.121
H 6.033 -4.495 1.964
H 6.031 -2.628 -0.016
H 8.469 -1.462 0.063
N -7.340 -2.455 -4.263
C -7.968 -2.896 -3.130
C -7.385 -2.273 -2.059
C -6.364 -1.421 -2.565
C -6.362 -1.557 -3.927
H -7.560 -2.747 -5.196
H -8.771 -3.611 -3.182
H -7.658 -2.412 -1.027
H -5.707 -0.784 -1.996
H -5.752 -1.092 -4.683
N -4.547 -1.840 3.794
C -3.546 -2.751 3.975
C -3.708 -3.319 5.212
C -4.858 -2.725 5.799
C -5.351 -1.818 4.898
H -4.667 -1.273 2.972
H -2.807 -2.922 3.211
H -3.077 -4.077 5.646
H -5.275 -2.940 6.769
H -6.204 -1.163 4.950

***

12
Properties=species:S:1:pos:R:3 method="wB97M-V/def2-TZVPD" largest_force_ev_per_a=2.79 s_squared=2.010 homo_ha="-0.287 / -0.386" energy_ev=-25580.7800 de_lowest_kj_mol=139.7 multiplicity=3
N 2.341 1.638 0.355
N 1.302 1.053 0.364
N -2.218 -1.279 0.253
O -2.254 -0.386 1.225
O -2.832 -2.312 0.311
O -1.059 0.784 -1.037
O 0.691 -1.518 -0.741
O 0.135 1.722 0.799
S -0.708 0.255 0.233
H 2.499 2.630 0.548
H 1.402 -0.909 -0.635
H 0.701 -1.678 -1.675

***

25
Properties=species:S:1:pos:R:3 method="wB97M-V/def2-TZVPD" largest_force_ev_per_a=5.13 charge=+1 homo_ha=-0.442 energy_ev=-9465.5621 de_lowest_kj_mol=624.5
N 1.735 -1.818 -0.715
C 1.890 -0.254 -1.115
C 3.144 -0.037 -1.968
C 1.785 0.418 0.138
N -2.840 0.731 0.610
C -2.039 -0.436 0.861
C -1.839 -0.618 2.394
C -2.525 1.538 -0.548
H 1.349 -1.571 0.187
H -3.078 1.330 1.385
H 2.646 -2.193 -0.484
H 1.043 -0.131 -1.785
H 3.617 0.891 -1.664
H 2.924 -0.148 -3.021
H 3.964 -0.720 -1.770
H 1.844 1.498 -0.009
H 2.389 -0.068 0.910
H -2.518 -1.278 0.372
H -1.000 -0.506 0.403
H -2.251 -1.539 2.787
H -2.156 0.252 2.958
H -0.759 -0.684 2.558
H -3.239 2.364 -0.578
H -1.501 1.982 -0.429
H -2.586 0.997 -1.479

***

18
Properties=species:S:1:pos:R:3 method="wB97M-V/def2-TZVPD" largest_force_ev_per_a=4.88 s_squared=0.752 charge=+2 homo_ha="-0.607 / -0.607" energy_ev=-24396.8177 de_lowest_kj_mol=21.9 multiplicity=2
O -0.938 -1.601 0.257
C -0.762 -0.269 0.561
C -1.453 0.609 -0.474
O -2.767 0.131 -0.715
C -3.695 0.436 0.187
O -3.504 0.449 1.380
O -4.847 0.601 -0.431
H -1.138 -2.126 1.041
H -1.029 -0.013 1.592
H -0.930 0.550 -1.436
H -1.480 1.644 -0.119
H -5.555 0.167 0.064
O 1.775 0.201 -1.443
C 1.596 -0.370 -0.290
O 0.694 0.080 0.549
O 2.288 -1.334 0.029
Bi 2.676 -2.420 1.708
H 1.142 0.943 -1.573

***

11
Properties=species:S:1:pos:R:3 method="wB97M-V/def2-TZVPD" largest_force_ev_per_a=4.27 homo_ha=-0.297 energy_ev=-7659.8812 de_lowest_kj_mol=248.4
N 1.420 -0.991 -0.833
C 0.296 -0.259 -0.400
C -0.088 1.058 -0.524
N -1.110 1.321 0.351
C -1.310 0.208 1.002
N -0.457 -0.783 0.611
H 1.761 -0.618 -1.725
H 1.582 -0.069 -0.028
H 0.363 1.826 -1.145
H -2.062 0.043 1.754
H -0.394 -1.735 0.939